C42H68MnN2O5P3Te | wB97M-V/def2-TZVPD

Energy relative to the best compared isomer or geometry (same formula, charge and spin) (kJ/mol): 26.6
LUMO (spin up / spin down) (eV): -0.62 / -0.43
Strongest force on any atom (hartree/bohr): 0.024
Calculated total energy (eV): -124360.31255
Spin multiplicity: 5
Orbital gap (spin up / spin down) (eV): 6.31 / 6.50
HOMO level (spin up / spin down) (eV): -6.9253 / -6.9316

Geometry as XYZ:
```
122
Properties=species:S:1:pos:R:3:forces:R:3:mulliken_charge:R:1
Mn 0.01506 -0.14467 0.30764 0.4 -0.6 -0.2 0.0475
O -0.07816 -0.42730 2.11784 -0.1 -0.3 -0.1 0.0219
C -0.99192 -0.07599 3.00199 0.1 0.0 -0.1 0.4554
C -0.94363 -0.66550 4.27333 0.0 0.0 0.1 -0.3837
C -1.85945 -0.32024 5.24233 0.0 0.0 0.0 -0.6311
C -2.84819 0.64079 4.99674 0.0 -0.1 0.0 -0.9445
C -2.89781 1.23621 3.75857 0.0 0.0 0.0 -0.8020
C -1.99408 0.88117 2.74569 0.0 0.2 -0.1 -0.0873
C -2.05075 1.59189 1.48842 0.0 0.0 0.3 -1.2992
N -1.39291 1.23665 0.45640 0.3 0.5 -0.6 2.1953
N -1.36825 2.12761 -0.63522 -0.1 -0.2 0.4 -0.9773
C -0.52768 1.68777 -1.51954 -0.2 -0.1 0.1 0.3890
O 0.04731 0.50770 -1.46317 -0.2 0.6 0.0 0.1634
C -0.14281 2.62746 -2.59372 0.1 -0.2 -0.2 -0.0428
C 1.18165 2.62808 -3.01551 0.0 0.0 -0.1 -0.1410
C 1.61053 3.56990 -3.94000 0.0 0.0 0.0 -1.0347
C 0.71383 4.49564 -4.45396 0.0 0.0 0.0 -0.4105
C -0.61554 4.47885 -4.04635 0.0 0.0 0.0 -0.8457
C -1.04490 3.55125 -3.11155 0.0 0.0 0.0 -0.2781
H -0.16534 -1.39280 4.46268 0.0 0.0 0.0 0.6220
H -1.80588 -0.79961 6.21199 0.0 0.0 0.0 0.4313
H -3.55211 0.91811 5.76898 0.0 0.0 0.0 0.4495
H -3.64738 1.98996 3.54255 0.0 0.0 0.0 0.4916
H -2.63496 2.50786 1.41798 -0.1 0.0 0.0 0.4181
H 1.86943 1.90439 -2.59598 0.0 0.0 0.0 0.3348
H 2.64723 3.58720 -4.24998 0.0 0.0 0.0 0.4306
H 1.05025 5.23570 -5.16870 0.0 0.0 0.0 0.4154
H -1.31544 5.19843 -4.45083 0.0 0.0 0.0 0.3960
H -2.07225 3.53558 -2.77334 0.0 0.0 0.0 0.4818
C 2.05414 -5.23680 -0.82256 0.0 0.0 0.0 -1.6524
C 1.08347 -4.19735 -0.25977 -0.1 0.1 0.1 -0.5082
P 1.48159 -2.40475 -0.51889 0.2 -0.1 -0.2 1.6845
C 3.13652 -2.33717 0.30246 -0.1 0.1 0.1 -0.4342
C 4.25365 -1.59628 -0.42740 0.0 0.0 0.0 -1.1135
C 1.86932 -2.51487 -2.32600 0.0 0.2 0.0 -1.3452
C 2.07349 -1.20886 -3.09160 0.0 0.0 0.0 -1.0720
H 1.79784 -6.22290 -0.43167 0.0 0.0 0.0 0.4902
H 3.09248 -5.04308 -0.55469 0.0 0.0 0.0 0.3282
H 1.99405 -5.28999 -1.90910 0.0 0.0 0.0 0.2961
H 0.96590 -4.32929 0.81925 0.0 0.0 0.0 0.3932
H 0.10437 -4.37733 -0.70695 0.0 0.0 0.0 0.3055
H 3.44612 -3.36514 0.49542 0.0 0.0 0.0 0.9386
H 2.97074 -1.86803 1.27560 0.0 0.0 0.0 -0.1463
H 4.50919 -2.07173 -1.37662 0.0 0.0 0.0 0.3554
H 5.15105 -1.59593 0.19354 0.0 0.0 0.0 0.3553
H 3.98121 -0.56075 -0.62143 0.0 0.0 0.0 -0.0188
H 1.03674 -3.07118 -2.77000 0.0 0.0 0.0 0.5487
H 2.75654 -3.14526 -2.41267 0.0 0.0 0.0 0.5902
H 1.14907 -0.64106 -3.15950 0.0 0.0 0.0 -0.0331
H 2.42224 -1.42546 -4.10334 0.0 0.0 0.0 0.5932
H 2.81330 -0.57008 -2.60922 0.0 0.0 0.0 0.0896
C 0.02468 4.02500 2.72997 0.0 0.0 0.0 -0.9959
C 1.38983 3.42178 2.50162 0.0 0.0 0.0 -0.4430
O 1.24273 2.28404 1.63812 -0.2 0.1 0.2 0.2222
P 2.43650 1.21443 1.52199 0.5 0.0 -0.5 -0.8390
O 2.00105 0.38942 0.29520 -0.2 0.3 1.2 0.4499
Te 3.02876 0.20136 3.56882 -0.1 0.0 -0.1 -0.3827
O 3.63856 2.11619 0.96225 0.0 0.0 -0.1 -0.2859
C 4.81656 2.53497 1.66346 0.0 0.0 0.0 -0.3508
C 5.98509 1.64542 1.30863 0.0 0.0 0.0 -1.0726
H 0.12691 4.98279 3.24263 0.0 0.0 0.0 0.5074
H -0.59103 3.36736 3.34496 0.0 0.0 0.0 0.0478
H -0.47810 4.19313 1.77551 0.0 0.0 0.0 0.2249
H 1.84346 3.10319 3.44416 0.0 0.0 0.0 0.4269
H 2.06139 4.13522 2.01858 0.0 0.0 -0.1 0.2570
H 4.63482 2.51776 2.73902 0.0 0.0 0.0 0.3651
H 4.99392 3.56508 1.35265 0.0 0.0 0.0 0.3158
H 5.80189 0.63143 1.66520 0.0 0.0 0.0 0.1705
H 6.89428 2.02081 1.78234 0.0 0.0 0.0 0.4364
H 6.13455 1.61967 0.22839 0.0 0.0 0.0 0.2706
C -6.74712 -0.64179 0.74017 0.1 0.1 0.0 -0.8934
C -6.05864 0.12287 -0.40170 0.0 0.0 0.0 -1.0221
C -4.52988 -0.03188 -0.34004 0.0 -0.1 0.0 0.0718
C -4.16965 -1.42402 0.19822 0.0 0.1 0.0 0.1587
C -4.56002 -1.45992 1.69295 0.0 0.1 -0.1 0.6357
C -5.84410 -0.65271 1.97008 0.0 -0.1 -0.1 -0.9243
P -2.39506 -1.90453 -0.05207 -0.2 -0.4 -0.1 0.7929
C -2.32753 -2.49865 -1.82010 -0.1 0.1 0.0 1.4963
C -3.34926 -3.58698 -2.24771 0.0 0.1 0.0 -0.5476
C -4.27832 -3.10741 -3.36168 0.1 0.0 0.0 -0.8574
C -3.49257 -2.71076 -4.61506 0.0 0.0 0.1 -0.9306
C -2.21185 -1.92661 -4.25662 -0.1 0.0 0.0 -0.9058
C -2.30051 -1.35178 -2.84499 0.1 -0.1 0.0 0.5119
C -2.27025 -3.53774 0.85765 0.0 0.1 0.1 1.5657
C -1.74649 -3.31937 2.28842 0.1 -0.1 -0.1 0.3357
C -1.34312 -4.63714 2.96907 -0.1 0.0 0.0 -1.1317
C -2.28526 -5.80291 2.61536 0.0 0.1 0.1 -0.8515
C -3.63692 -5.26761 2.15969 0.0 0.0 0.0 -0.9524
C -3.47673 -4.51456 0.83635 0.1 0.0 0.1 -1.5768
H -6.94462 -1.67449 0.43778 0.0 0.0 0.0 0.2493
H -7.71362 -0.19048 0.96919 0.0 0.0 0.0 0.5539
H -6.31114 1.18410 -0.33698 0.0 0.0 0.0 0.4903
H -6.43056 -0.23353 -1.36568 0.0 0.0 0.0 0.3288
H -4.10984 0.71851 0.33140 0.0 0.0 0.0 -0.1614
H -4.09715 0.16232 -1.31894 0.0 0.0 0.0 0.0424
H -4.76441 -2.15905 -0.35688 -0.1 0.0 0.0 0.9234
H -3.74396 -1.04451 2.29036 0.0 0.0 0.0 -0.9867
H -4.70259 -2.48991 2.02042 0.0 0.0 0.0 -0.0428
H -5.58806 0.37842 2.23350 0.0 0.0 0.0 0.1731
H -6.36447 -1.07572 2.83065 0.0 0.0 0.0 0.6157
H -1.31982 -2.93440 -1.85267 0.0 -0.1 0.0 -0.9907
H -3.95216 -3.91861 -1.40636 0.0 0.0 -0.1 0.0008
H -2.80729 -4.46790 -2.60710 0.0 0.0 0.0 0.4546
H -4.87060 -2.26074 -3.00073 0.0 0.0 0.0 0.0722
H -4.98962 -3.89912 -3.60638 0.0 0.0 0.0 0.5630
H -4.13026 -2.11085 -5.26735 0.0 0.0 0.0 0.3581
H -3.23183 -3.61284 -5.17359 0.0 0.0 0.0 0.3780
H -2.04935 -1.12113 -4.97450 0.0 0.0 0.0 0.4782
H -1.33524 -2.57994 -4.31377 0.0 0.0 0.0 0.2541
H -3.19702 -0.73473 -2.77644 0.0 0.0 0.0 0.1601
H -1.44847 -0.70677 -2.64396 0.0 0.0 0.0 -0.8833
H -1.44889 -4.01806 0.32548 0.0 -0.1 0.0 -0.3350
H -2.49761 -2.80940 2.89302 0.0 0.0 0.0 0.1396
H -0.87729 -2.66290 2.24739 0.0 0.1 0.0 -0.7528
H -1.34718 -4.47875 4.04995 0.0 0.0 0.0 0.5601
H -0.31664 -4.89290 2.69718 0.0 0.0 0.0 0.1381
H -2.40197 -6.46570 3.47402 0.0 0.0 0.0 0.4884
H -1.86043 -6.40477 1.80550 0.0 0.0 0.0 0.3461
H -4.04992 -4.61152 2.93268 0.0 0.0 0.0 0.2590
H -4.35142 -6.08146 2.01949 0.0 0.0 0.0 0.5560
H -4.41294 -4.01010 0.59556 0.0 0.0 0.0 0.2974
H -3.31082 -5.25901 0.05387 0.0 0.0 0.0 0.4617
```
Forces are in eV/Å.